The following is a quantum chemistry calculation of a cluster of 2 separate species, C5H11N2S in total, from the Open Molecules 2025 dataset.

Cartesian coordinates (Å):
S1 0.157 1.904 0.334
N1 -1.512 -0.447 -0.005
N2 1.253 -0.543 0.149
C1 0.343 0.149 0.885
C2 1.520 1.639 -0.911
C3 0.046 -0.195 2.247
C4 1.881 0.144 -0.714
C5 -1.439 -1.029 -1.405
H1 1.098 1.900 -1.876
H2 2.279 2.287 -0.548
H3 2.601 -0.228 -1.298
H4 -0.774 -0.914 2.364
H5 -0.354 -1.087 -1.580
H6 -1.843 -0.337 -2.128
H7 0.936 -0.801 2.597
H8 -0.197 0.604 2.888
H9 -2.267 0.248 -0.037
H10 -1.898 -2.064 -1.519
H11 -1.831 -1.231 0.555

As for the total charge: +1. The HOMO energy comes out at -13.58 eV. The maximum force is 4.8 eV/Å. The relative energy (zero: lowest compared OMol25 entry of this formula, charge and spin) comes out at 58.6 kcal per mole. As for the orbital gap: 8.5497 eV. For the total energy, the calculation gives -704.4972 a.u.

Let us look at the natural (NBO) charges, expressed in e, one per atom: 0.28, -0.70, -0.49, 0.36, -0.60, -0.74, 0.29, -0.44, 0.28, 0.28, 0.21, 0.27, 0.20, 0.22, 0.28, 0.27, 0.41, 0.24, 0.39



The following is a quantum chemistry calculation of a cluster of 20 separate species, C32H108N36O20 in total, from the Open Molecules 2025 dataset.

Cartesian coordinates (Å):
O1 -3.579 4.186 3.689
O2 -4.398 -2.410 5.973
O3 -3.895 0.752 0.136
O4 -0.393 -1.057 -1.214
O5 -6.877 3.977 -4.000
O6 -5.767 -2.689 -2.200
O7 -4.420 3.849 -0.933
O8 -3.705 -2.713 -7.800
O9 -0.710 -2.759 -4.639
O10 -0.540 7.216 5.652
O11 3.364 0.721 2.836
O12 2.683 -2.006 -0.740
O13 1.855 4.350 0.703
O14 0.372 -3.246 2.457
O15 -3.081 1.252 -4.318
O16 -0.653 1.313 2.929
O17 3.451 -3.786 6.314
O18 4.709 -6.309 0.990
O19 5.527 4.170 -0.829
O20 6.250 1.257 -3.604
N1 2.147 -4.862 4.807
N2 4.103 -2.800 -2.249
N3 -5.291 -2.924 -4.340
N4 -4.799 1.017 4.770
N5 -1.066 0.278 -4.252
N6 4.564 5.130 0.900
N7 2.576 -2.731 4.579
N8 -5.891 0.125 -0.296
N9 6.720 5.420 0.565
N10 -1.155 1.763 5.068
N11 1.373 -2.925 -5.456
N12 -5.376 2.643 -3.143
N13 5.984 -5.475 2.621
N14 -4.026 2.816 2.029
N15 -2.561 -1.637 -6.199
N16 4.919 -1.684 -0.731
N17 7.622 -2.208 -4.028
N18 -2.471 2.857 -0.966
N19 -5.188 4.498 2.037
N20 -4.380 -1.416 -0.297
N21 5.160 -0.015 1.966
N22 4.557 1.802 1.227
N23 -1.678 -4.032 -0.588
N24 -2.642 4.535 -2.120
N25 0.918 0.034 0.283
N26 -1.278 0.196 0.425
N27 -3.851 -3.692 -2.946
N28 -6.092 2.098 -5.050
N29 1.052 -2.192 -3.467
N30 -2.227 5.741 5.472
N31 0.095 3.372 -2.514
N32 -2.707 -0.487 -3.097
N33 -2.749 -3.815 -6.254
N34 0.938 1.413 4.607
N35 4.660 -4.166 1.365
N36 -0.398 5.194 4.606
C1 7.854 -0.445 -5.658
C2 0.801 3.107 -1.273
C3 -3.760 -3.314 6.991
C4 3.803 -2.158 -1.149
C5 -4.691 -0.158 -0.091
C6 2.821 -3.847 5.264
C7 7.575 -0.730 -4.163
C8 1.109 3.910 1.861
C9 1.935 2.214 -1.679
C10 -1.028 6.165 5.212
C11 -4.071 -1.020 6.012
C12 -0.272 -0.327 -0.216
C13 -4.246 3.899 2.700
C14 -0.176 -2.075 3.098
C15 -4.538 -0.381 4.692
C16 5.573 4.865 0.147
C17 1.216 4.427 -0.563
C18 -6.208 2.973 -4.080
C19 -3.275 3.846 -1.229
C20 -0.003 -3.434 1.082
C21 -3.022 -2.680 -6.809
C22 6.237 -0.173 -3.593
C23 -5.012 -3.127 -3.090
C24 4.271 0.889 2.141
C25 5.185 -5.384 1.578
C26 4.993 1.647 -3.091
C27 -2.010 -4.890 1.561
C28 -3.653 -0.650 3.448
C29 0.480 -2.589 -4.553
C30 -1.508 -3.668 0.794
C31 -0.301 1.533 4.102
C32 -2.324 0.393 -3.915
H1 1.712 -4.735 3.904
H2 0.950 -3.162 -6.342
H3 0.155 2.572 -3.127
H4 -5.322 3.249 -2.337
H5 6.295 -4.671 3.147
H6 7.222 -1.036 -6.320
H7 1.824 4.113 2.658
H8 4.959 -0.893 2.422
H9 0.239 4.555 1.987
H10 2.004 -2.896 3.763
H11 -6.095 -2.395 -4.645
H12 -4.548 2.545 1.208
H13 5.795 -2.183 -0.788
H14 -2.665 -0.189 3.465
H15 -3.395 -3.892 -3.825
H16 -1.063 -2.469 3.594
H17 -1.897 -1.741 -5.444
H18 3.779 4.619 0.522
H19 -4.799 1.826 -3.281
H20 4.855 1.339 -2.055
H21 4.955 2.714 -3.313
H22 8.905 -0.703 -5.789
H23 5.079 -2.989 -2.427
H24 -2.776 -0.715 -6.551
H25 0.836 2.855 1.882
H26 0.465 4.153 -3.037
H27 5.409 -0.616 -4.146
H28 -5.547 1.271 -4.854
H29 -2.181 -2.832 0.986
H30 -6.074 1.109 -0.168
H31 -2.822 2.157 -0.327
H32 4.864 -0.878 -0.125
H33 -4.700 -3.346 -5.042
H34 2.346 -5.733 5.278
H35 4.503 5.624 1.779
H36 -2.229 0.143 0.089
H37 3.352 -3.331 -2.668
H38 -0.850 1.825 6.029
H39 0.513 -2.744 0.415
H40 2.352 -2.761 -5.269
H41 1.184 1.245 5.573
H42 0.395 5.478 4.048
H43 7.608 5.157 0.161
H44 1.586 1.285 -2.129
H45 -3.105 5.167 -2.757
H46 -4.509 -0.610 6.922
H47 -3.022 -5.100 1.215
H48 8.368 -0.257 -3.584
H49 -3.449 -1.717 3.360
H50 -1.544 -5.859 1.380
H51 -2.125 1.812 4.792
H52 -3.719 -2.921 8.007
H53 -0.918 -3.618 -1.109
H54 0.088 2.647 -0.589
H55 -2.887 6.386 5.882
H56 -3.300 2.245 2.437
H57 -6.582 -0.607 -0.208
H58 6.859 5.887 1.450
H59 -2.012 -1.058 -2.637
H60 -5.256 1.091 3.872
H61 -0.416 -1.263 2.411
H62 -1.591 -5.021 -0.775
H63 7.659 0.573 -5.997
H64 2.592 2.070 -0.821
H65 -3.685 -0.487 -2.846
H66 0.457 -1.711 3.907
H67 7.328 -2.471 -3.099
H68 1.760 -0.366 -0.105
H69 -2.769 -3.412 6.548
H70 4.203 1.243 -3.724
H71 -0.557 -0.569 -4.044
H72 2.056 -2.109 -3.397
H73 -2.533 4.973 4.892
H74 0.901 0.653 1.082
H75 6.050 -0.430 -2.550
H76 -3.319 -3.740 -2.089
H77 0.468 -1.653 -2.842
H78 6.222 -6.399 2.952
H79 4.960 -3.380 1.925
H80 1.579 1.262 3.841
H81 4.108 2.704 1.154
H82 6.024 0.157 1.472
H83 -1.670 4.261 -2.113
H84 -3.400 -1.657 -0.241
H85 5.494 1.677 0.872
H86 3.790 -4.130 0.853
H87 -6.764 2.122 -5.804
H88 0.249 4.926 -0.510
H89 -0.918 4.369 4.341
H90 0.390 -4.374 0.695
H91 2.481 2.715 -2.479
H92 3.040 -1.857 4.781
H93 -5.524 -0.765 4.431
H94 -0.729 0.899 -4.974
H95 -1.495 3.044 -1.143
H96 -4.260 -4.282 7.026
H97 -2.994 -0.960 6.170
H98 -4.091 -0.257 2.530
H99 -1.974 -4.722 2.637
H100 1.944 4.848 -1.256
H101 -5.170 -1.975 -0.587
H102 -5.614 5.376 2.298
H103 -1.080 0.514 1.363
H104 -2.892 -4.702 -6.716
H105 -5.551 1.310 5.378
H106 -2.056 -3.781 -5.520
H107 -5.173 4.242 1.061
H108 6.891 -2.633 -4.581

As for the total charge: 0. The HOMO energy comes out at -8.35 eV. The maximum force is 7.3 eV/Å. As for the orbital gap: 7.6072 eV. For the total energy, the calculation gives -4760.4170 a.u.

Löwdin atomic charge list, values in e, 99 entries: 0.01, -0.22, -0.05, -0.04, 0.03, -0.03, 0.03, 0.04, 0.01, 0.00, 0.11, 0.07, -0.23, -0.21, 0.03, -0.03, 0.01, 0.05, 0.04, -0.17, 0.18, 0.18, 0.19, 0.04, 0.19, 0.18, 0.16, 0.23, 0.16, 0.20, 0.20, 0.17, 0.17, 0.17, 0.20, 0.17, 0.03, 0.19, 0.18, 0.21, 0.14, 0.20, 0.04, 0.19, 0.20, 0.22, 0.20, 0.16, 0.20, 0.16, 0.04, 0.23, 0.15, 0.19, 0.15, 0.16, -0.05, -0.43, -0.04, -0.78, -0.77, -0.77, -0.39, -0.05, -0.07, -0.77, -0.19, -0.69, -0.73, -0.06, -0.43, -0.80, -0.15, -0.80, -0.78, -0.17, -0.83, -0.22, -0.74, -0.81, -0.77, -0.13, -0.05, -0.03, -0.75, -0.43, -0.69, -0.82, 0.10, 0.13, 0.07, 0.07, 0.11, 0.07, 0.09, 0.12, 0.09, 0.05, 0.13



The following is a quantum chemistry calculation of an isolated molecule of C30H38N6O3, from the Open Molecules 2025 dataset.

Cartesian coordinates (Å):
O1 4.132 -1.758 -1.191
O2 -0.601 -1.997 1.326
O3 2.650 -1.354 -4.073
N1 0.116 -1.869 -1.568
N2 -1.222 -0.145 -1.756
N3 -2.371 -0.602 1.183
N4 0.037 0.334 -1.749
N5 -1.851 3.194 2.949
N6 2.180 -0.659 -1.502
C1 -2.765 5.591 6.947
C2 -2.489 -2.724 0.032
C3 2.813 0.898 -3.286
C4 -1.751 0.520 1.857
C5 -1.765 1.766 0.975
C6 0.763 -3.088 -1.465
C7 2.922 -1.800 -1.307
C8 -4.126 5.586 6.699
C9 -1.123 2.930 1.722
C10 2.152 -3.056 -1.280
C11 3.090 -2.492 -4.798
C12 -1.795 2.043 3.831
C13 -4.596 5.191 5.457
C14 3.477 -0.204 -4.111
C15 0.830 -0.693 -1.618
C16 4.491 -2.963 -4.403
C17 2.199 -5.463 -1.206
C18 0.830 -5.489 -1.432
C19 2.853 -4.252 -1.143
C20 -1.877 5.202 5.958
C21 -3.709 4.809 4.468
C22 2.844 0.599 -1.786
C23 -1.391 4.399 3.617
C24 0.115 -4.316 -1.565
C25 2.983 -2.294 -6.313
C26 -2.462 0.841 3.172
C27 -2.340 4.810 4.710
C28 -1.194 -1.439 -1.647
C29 -2.438 -2.223 -1.427
C30 -1.719 -1.748 0.920
H1 -3.508 1.081 2.969
H2 -4.819 5.887 7.471
H3 -0.372 4.279 4.029
H4 2.747 -6.386 -1.092
H5 1.774 1.002 -3.601
H6 -1.162 3.827 1.098
H7 -1.354 5.198 2.868
H8 5.256 -2.348 -4.871
H9 -0.815 5.204 6.158
H10 3.114 -3.249 -6.814
H11 -0.943 -4.361 -1.761
H12 -2.424 -0.019 3.843
H13 -0.750 1.785 4.088
H14 -3.260 -0.426 0.743
H15 -2.319 2.296 4.756
H16 0.313 -6.434 -1.508
H17 -2.534 -3.051 -2.131
H18 3.749 -1.610 -6.672
H19 -2.799 2.026 0.741
H20 -0.719 0.215 2.063
H21 -4.063 4.495 3.499
H22 3.871 0.496 -1.431
H23 4.631 -3.991 -4.728
H24 -3.523 -2.817 0.364
H25 2.325 1.390 -1.239
H26 -2.001 -3.694 0.127
H27 3.601 0.142 -5.146
H28 3.333 1.839 -3.467
H29 -3.257 -1.527 -1.616
H30 4.614 -2.917 -3.324
H31 4.466 -0.430 -3.692
H32 -2.392 5.896 7.914
H33 2.006 -1.892 -6.568
H34 3.920 -4.195 -0.991
H35 -1.235 1.580 0.041
H36 -5.659 5.184 5.260
H37 -0.061 2.698 1.921
H38 2.362 -3.257 -4.493

As for the total charge: 0. The HOMO energy comes out at -8.47 eV. As for the structure (SMILES): CC(C)OCCCn1c(=O)c2ccccc2n2c(CCC(=O)NC3CCN(Cc4ccccc4)CC3)nnc12. The maximum force is 1.2 eV/Å. The relative energy (zero: lowest compared OMol25 entry of this formula, charge and spin) comes out at 5.5 kcal per mole. As for the orbital gap: 8.8902 eV. For the total energy, the calculation gives -1720.2967 a.u.

Let us look at the natural (NBO) charges, expressed in e, one per atom: -0.62, -0.64, -0.56, -0.37, -0.28, -0.60, -0.36, -0.44, -0.42, -0.21, -0.50, -0.43, -0.07, -0.41, 0.20, 0.69, -0.22, -0.21, -0.12, 0.11, -0.23, -0.20, -0.07, 0.54, -0.65, -0.23, -0.17, -0.14, -0.23, -0.24, -0.22, -0.25, -0.24, -0.64, -0.39, 0.06, 0.33, -0.43, 0.69, 0.20, 0.21, 0.17, 0.22, 0.23, 0.20, 0.21, 0.20, 0.21, 0.21, 0.22, 0.21, 0.16, 0.39, 0.21, 0.22, 0.22, 0.20, 0.19, 0.23, 0.22, 0.24, 0.21, 0.22, 0.23, 0.23, 0.17, 0.22, 0.24, 0.23, 0.18, 0.21, 0.22, 0.24, 0.25, 0.21, 0.16, 0.18